Below is a single C20H22O3 molecule, with properties calculated with ωB97M-V/def2-TZVPD.

Lowest unoccupied orbital energy, eV: 0.635
SMILES: COc1cc2c(cc1O)CCC1=C2CC[C@]2(C)C(=O)C[C@@H]3C[C@@]132

```
! RIJCOSX wB97M-V def2-TZVPD def2/J DEFGRID3
* xyz 0 1
C -2.95430 -0.83004 5.00623
O -2.14391 0.19479 4.46502
C -2.22647 0.40356 3.15072
C -1.01040 0.44235 2.49909
C -1.02056 0.34395 1.11131
C -2.24872 0.27579 0.43355
C -3.51158 0.41569 1.07938
C -3.51893 0.39654 2.46812
O -4.72851 0.51124 3.01818
C -2.06656 -0.29202 -1.02896
C -1.13742 0.57477 -1.85207
C 0.13816 0.42475 -1.13488
C 0.21120 0.24297 0.27999
C 1.47478 -0.00252 0.94524
C 2.66564 -0.01184 0.02281
C 2.54175 -0.44312 -1.44419
C 2.15372 -1.93648 -1.39986
C 3.67186 -0.23354 -2.45283
O 4.75058 -0.72997 -2.34270
C 2.97623 0.08732 -3.76607
C 1.76528 0.82422 -3.39001
C 1.79960 1.84532 -2.24677
C 1.41087 0.39595 -1.95339
H -4.08599 -0.80659 4.73770
H -2.56756 -1.74912 4.58095
H -2.81505 -0.89450 6.02259
H -0.15373 0.21289 3.00537
H -4.46119 0.28982 0.65710
H -4.76947 0.86724 3.96851
H -1.56308 -1.24820 -0.90407
H -2.98479 -0.40983 -1.54137
H -1.16477 0.30854 -2.88445
H -1.52215 1.59579 -2.03185
H 1.68624 0.78663 1.79423
H 1.48742 -0.97506 1.37268
H 3.36092 -0.66333 0.47700
H 3.15539 0.95365 0.12858
H 1.18105 -2.16966 -0.91037
H 2.14400 -2.28267 -2.43664
H 2.98246 -2.35280 -0.87165
H 2.79190 -0.91309 -4.29351
H 3.64717 0.78111 -4.38305
H 1.03312 0.99739 -4.15237
H 2.64550 2.24635 -1.78249
H 0.98034 2.52576 -2.02084
*
```

Mulliken population analysis, charges in e, atoms 1 to 5: C -0.7746; O -0.4778; C 0.0988; C -0.8238; C 0.4645

---

Below is a single C4H6N2 molecule, with properties calculated with ωB97M-V/def2-TZVPD.

Lowest unoccupied orbital energy (spin up / spin down), eV: -1.095 / -0.658

```
! RIJCOSX wB97M-V def2-TZVPD def2/J DEFGRID3
* xyz 0 1
C 1.64921 -0.31965 -0.16447
C 0.28108 0.10855 -0.52989
C -0.88826 -0.74502 -0.12273
N -1.52567 0.36485 0.58434
C -0.64376 1.44090 0.28483
N -0.31608 2.56236 0.50228
H 2.05208 -0.74831 -1.09974
H 1.72916 -1.09559 0.61035
H 2.28736 0.53356 0.07907
H -1.43632 -1.08986 -1.00902
H -0.70830 -1.59083 0.55281
H -2.48050 0.57905 0.31218
*
```

Mulliken population analysis, charges in e, atoms 1 to 5: C -1.0103; C 0.1758; C -0.3727; N -0.2661; C 0.2936

---

Below is a molecular structure, C11H14BN7PtS, with properties calculated with ωB97M-V/def2-TZVPD.

Lowest unoccupied orbital energy (spin up / spin down), eV: -9.871 / -9.647

```
! RIJCOSX wB97M-V def2-TZVPD def2/J DEFGRID3
* xyz 2 3
C -1.56934 0.56773 2.22817
N -1.28700 0.03297 1.03821
N -2.35734 -0.45589 0.38289
C -3.40731 -0.20471 1.18594
C -2.93522 0.44066 2.35796
B -2.06144 -1.11553 -1.05119
N -1.31885 -0.00257 -1.90917
N -0.15510 0.50108 -1.41865
C 0.34192 1.45172 -2.24510
C -0.54441 1.55514 -3.29154
C -1.56624 0.64246 -3.06782
Pt 0.45887 -0.19366 0.33413
N -0.98644 -2.26995 -0.84975
N 0.19748 -1.86111 -0.25583
C 1.04636 -2.94362 -0.11851
C 0.34726 -4.04746 -0.62945
C -0.89228 -3.58112 -1.06588
H 2.00708 -2.80102 0.32619
H -1.76425 -4.08158 -1.53106
H 0.74907 -5.07772 -0.65294
H -3.06087 -1.53644 -1.58633
H -2.46653 0.36982 -3.60365
H -4.36580 -0.51720 0.82703
H -0.45171 2.24046 -4.13591
H -3.49118 0.78518 3.21175
H 1.28813 1.95729 -1.98965
H -0.74082 0.97048 2.82015
H 4.38835 -0.02333 0.45027
C 4.81359 1.00218 0.74772
H 4.04169 1.44705 0.02102
H 2.11103 4.46551 1.72390
H 3.93649 1.02120 1.50805
S 4.02163 3.74833 4.61999
C 3.17195 3.79185 3.31475
N 2.50125 3.72177 2.30436
*
```

Mulliken population analysis, charges in e, atoms 1 to 5: C 0.2252; N -0.5078; N 0.1068; C -0.0145; C -1.0583

---

Across the entries above, E_tot takes the values -27235.446, -7220.366, -36798.635 eV, respectively.